# 1
Entry from the Open Molecules 2025 dataset: a structure of composition C14H14AuI2O4PrSTe in a non-equilibrium geometry (ωB97M-V/def2-TZVPD).

Output
E_tot: -74978.088 eV
<S²>: 6.0381
multiplicity: 5
strongest force on any atom: 0.1798 Eh/bohr
total charge: +4
HOMO energy (spin up / spin down): -0.749 / -0.760 hartree
energy relative to the best compared isomer or geometry (same formula, charge and spin): 0.4720 eV
frontier orbital gap (spin up / spin down): 6.062 / 4.384 eV
lowest unoccupied orbital energy (spin up / spin down): -14.3 / -16.3 eV

```
38
C14H14AuI2O4PrSTe ωB97M-V/def2-TZVPD
I 4.2177 -1.2456 -0.8915
I 4.3145 1.6148 -0.8909
Au 0.1890 1.9393 -0.2493
Pr 0.6528 -1.2220 -0.0463
S 1.1426 0.5579 -2.0622
C -1.1385 -2.7202 -1.6110
C -0.6659 -2.8364 1.6462
C 0.0359 0.2045 -3.5934
C 0.5530 1.4806 -4.2772
C -1.4661 0.1862 -3.4081
C 0.5626 -1.0765 -4.2275
C -0.5699 2.9526 1.3033
C -1.0109 2.9194 -1.4012
O -0.9954 -3.5814 2.4521
O -1.7300 -3.4970 -2.2840
O -0.8601 3.6955 2.1483
O -1.5612 3.6753 -2.0843
H 0.1811 1.4752 -5.3023
H 1.6635 1.4577 -4.2578
H 0.2200 2.3794 -3.7251
H -1.8740 0.1791 -4.4351
H -1.8370 1.0770 -2.8873
H -1.8264 -0.7155 -2.8855
H 0.1832 -1.0933 -5.2630
H 0.2293 -1.9796 -3.6860
H 1.6645 -1.0698 -4.2289
Te 1.7392 0.7641 1.9314
C 0.4829 -0.0243 3.5472
C -0.8007 0.4447 3.8706
C -1.3805 0.0201 5.1009
C -0.6686 -0.8541 5.9509
C 0.6134 -1.3174 5.5890
C 1.1917 -0.8989 4.3763
H -1.3311 1.1255 3.2060
H -2.3593 0.3746 5.3798
H -1.1091 -1.1710 6.8902
H 1.1612 -1.9853 6.2359
H 2.1863 -1.2352 4.0697
```


# 2
Entry from the Open Molecules 2025 dataset: a structure of composition C14H14BF4N7O4S5Y in a non-equilibrium geometry (ωB97M-V/def2-TZVPD).

Output
E_tot: -100144.013 eV
strongest force on any atom: 0.0297 Eh/bohr
total charge: -1
HOMO energy: -0.145 hartree
energy relative to the best compared isomer or geometry (same formula, charge and spin): 1.3054 eV
frontier orbital gap: 5.894 eV
lowest unoccupied orbital energy: 1.9 eV

```
50
C14H14BF4N7O4S5Y ωB97M-V/def2-TZVPD
Y -1.0317 0.4496 -0.2426
O -2.3939 1.8541 3.4553
C -1.8083 1.7158 2.3909
O -2.2636 1.1743 1.3385
C -0.3572 2.2014 2.2965
C 0.0793 3.2340 3.1138
C 1.3954 3.6474 3.0172
C 2.2405 2.9605 2.1598
C 1.7247 1.9236 1.4006
N 0.4420 1.5716 1.4289
H -0.6278 3.6855 3.7928
H 1.7580 4.4740 3.6110
H 3.2805 3.2309 2.0656
H 2.3655 1.3285 0.7644
S -3.0981 0.6287 -1.8492
S -2.9001 -0.9552 -3.1006
S -4.2998 -2.3964 -2.5394
S -3.4848 -3.6322 -1.1658
N -3.0088 -1.3219 0.6551
N -2.6689 -1.8717 1.8784
C -1.3882 -2.1096 2.1616
N -1.0587 -2.8572 3.2368
N -0.5048 -1.4947 1.3706
N 0.7932 -1.6914 1.4503
O 1.2893 -2.5515 2.1828
O 1.4704 -0.9633 0.7249
H -3.8194 -0.7068 0.7486
H -3.2428 -2.1197 -0.0249
H -3.3846 -2.2875 2.4673
H -1.7657 -3.4226 3.6737
H -0.0844 -3.1496 3.2702
S 0.4599 -3.1607 -3.2640
C -0.4812 -2.3305 -2.0793
N 0.0065 -1.2145 -1.6349
C 1.2292 -0.9450 -2.2072
C 2.0419 0.1462 -1.9140
C 3.2596 0.2636 -2.5429
C 3.6899 -0.7075 -3.4452
C 2.8992 -1.7973 -3.7528
C 1.6634 -1.9088 -3.1352
H -1.3866 -2.7979 -1.7181
H 1.7014 0.8768 -1.1973
H 3.8871 1.1139 -2.3227
H 4.6595 -0.6112 -3.9075
H 3.2396 -2.5615 -4.4338
F -0.9732 3.0162 -0.5398
B -0.0909 3.0779 -1.6646
F 1.1943 3.1677 -1.1902
F -0.3979 4.0611 -2.5251
F -0.2477 1.7647 -2.2609
```


# 3
Entry from the Open Molecules 2025 dataset: a structure of composition C14H14BF9HfN6O in a non-equilibrium geometry (ωB97M-V/def2-TZVPD).

Output
E_tot: -52162.060 eV
strongest force on any atom: 0.0626 Eh/bohr
total charge: +2
HOMO energy: -0.600 hartree
frontier orbital gap: 8.410 eV
lowest unoccupied orbital energy: -7.9 eV

```
46
C14H14BF9HfN6O ωB97M-V/def2-TZVPD
H 0.7322 3.3728 0.4281
N 0.4813 1.9147 -1.0810
B 0.2629 0.4436 -3.1072
N 0.6176 1.8478 -2.4571
C 0.9254 3.0859 -2.8766
Hf 0.2045 0.2194 0.0018
H 1.0326 3.2742 -3.9276
C 1.0651 3.9362 -1.7549
H 1.3700 4.9596 -1.7144
C 0.7957 3.1630 -0.6329
H 0.3335 0.5016 -4.3147
C -1.7911 -2.6864 0.9662
H -1.5849 -3.2344 1.9069
H -0.8252 -2.2900 0.5157
H -2.2904 -3.4236 0.3034
N -1.1926 0.0608 -2.7001
N 1.2773 -0.6712 -2.5972
N -1.6592 -0.1152 -1.4014
N 1.3523 -0.9770 -1.2288
C -2.1784 -0.1749 -3.5728
C 2.0234 -1.5784 -3.2776
H -1.9468 -0.0361 -4.6103
H 2.1354 -1.5344 -4.3545
C -3.3388 -0.4707 -2.8733
C 2.6870 -2.3997 -2.3383
C -2.9846 -0.4538 -1.5168
C 2.2631 -2.0012 -1.0767
H -4.2958 -0.6440 -3.2899
H 3.4485 -3.1327 -2.5459
H -3.6400 -0.7450 -0.6919
H 2.4610 -2.4634 -0.1101
H -2.5757 -1.9145 1.1324
F 1.0006 -1.8663 3.3718
C 1.3143 -0.6490 3.8821
F 1.3490 -0.7603 5.2402
F 2.5739 -0.3859 3.4658
C 0.3455 0.3563 3.2704
O 0.4808 0.2206 1.8911
C -1.0399 0.0534 3.9146
F -1.0526 0.3333 5.2523
F -2.0091 0.7877 3.3154
F -1.4121 -1.2480 3.7554
C 0.8066 1.7576 3.7064
F 0.8450 1.9663 5.0491
F 2.0341 2.0485 3.2063
F -0.0409 2.6624 3.1528
```


# 4
Entry from the Open Molecules 2025 dataset: a structure of composition C14H14BF9N6OPt in a non-equilibrium geometry (ωB97M-V/def2-TZVPD).

Output
E_tot: -54111.512 eV
<S²>: 2.0079
multiplicity: 3
strongest force on any atom: 0.0893 Eh/bohr
total charge: 0
HOMO energy (spin up / spin down): -0.312 / -0.323 hartree
energy relative to the best compared isomer or geometry (same formula, charge and spin): 2.3692 eV
frontier orbital gap (spin up / spin down): 8.311 / 6.011 eV
lowest unoccupied orbital energy (spin up / spin down): -0.2 / -2.8 eV

```
46
C14H14BF9N6OPt ωB97M-V/def2-TZVPD
H 0.8937 3.1754 0.7882
N 0.5406 1.6144 -0.6094
B -0.1574 0.3461 -2.9235
N 0.1339 1.5910 -1.9716
C 0.3556 2.8312 -2.4400
Pt 1.4038 0.1927 0.5097
H 0.2954 3.0397 -3.4911
C 0.6702 3.7040 -1.4071
H 0.8742 4.7543 -1.4377
C 0.6816 2.9340 -0.2453
H 0.2826 0.6296 -4.0183
C -2.2049 -3.6420 2.3418
H -1.9963 -4.1695 3.2686
H -1.3607 -3.7588 1.6600
H -3.0841 -4.0928 1.8870
N -1.6675 -0.0816 -3.3289
N 0.8319 -0.7639 -2.3432
N -2.5870 -0.6387 -2.4679
N 1.1322 -0.9358 -0.9863
C -2.2292 0.0203 -4.5850
C 1.8285 -1.3785 -3.0251
H -1.7042 0.4387 -5.4421
H 1.9450 -1.2685 -4.0892
C -3.5526 -0.4189 -4.4990
C 2.6320 -2.1061 -2.1424
C -3.7431 -0.7990 -3.1330
C 2.1017 -1.9106 -0.8693
H -4.3134 -0.4366 -5.2620
H 3.4807 -2.7216 -2.3501
H -4.6337 -1.2124 -2.6725
H 2.4265 -2.2712 0.0842
H -2.3911 -2.6629 2.5464
F -0.8590 1.9162 2.5243
C -0.4608 0.9302 3.3778
F -0.9579 1.2517 4.6035
F -1.1027 -0.2123 2.9892
C 1.1162 0.7881 3.3665
O 1.6979 1.2554 2.2130
C 1.6321 1.8192 4.4160
F 1.3024 1.5554 5.6990
F 2.9720 1.9307 4.3324
F 1.1050 3.0333 4.0753
C 1.5627 -0.7075 3.7045
F 1.0394 -1.1922 4.8570
F 1.1645 -1.5729 2.6978
F 2.9031 -0.7970 3.7979
```


What did the third record say?
Entry from the Open Molecules 2025 dataset: a structure of composition C14H14BF9HfN6O in a non-equilibrium geometry (ωB97M-V/def2-TZVPD).

Output
E_tot: -52162.060 eV
strongest force on any atom: 0.0626 Eh/bohr
total charge: +2
HOMO energy: -0.600 hartree
frontier orbital gap: 8.410 eV
lowest unoccupied orbital energy: -7.9 eV

```
46
C14H14BF9HfN6O ωB97M-V/def2-TZVPD
H 0.7322 3.3728 0.4281
N 0.4813 1.9147 -1.0810
B 0.2629 0.4436 -3.1072
N 0.6176 1.8478 -2.4571
C 0.9254 3.0859 -2.8766
Hf 0.2045 0.2194 0.0018
H 1.0326 3.2742 -3.9276
C 1.0651 3.9362 -1.7549
H 1.3700 4.9596 -1.7144
C 0.7957 3.1630 -0.6329
H 0.3335 0.5016 -4.3147
C -1.7911 -2.6864 0.9662
H -1.5849 -3.2344 1.9069
H -0.8252 -2.2900 0.5157
H -2.2904 -3.4236 0.3034
N -1.1926 0.0608 -2.7001
N 1.2773 -0.6712 -2.5972
N -1.6592 -0.1152 -1.4014
N 1.3523 -0.9770 -1.2288
C -2.1784 -0.1749 -3.5728
C 2.0234 -1.5784 -3.2776
H -1.9468 -0.0361 -4.6103
H 2.1354 -1.5344 -4.3545
C -3.3388 -0.4707 -2.8733
C 2.6870 -2.3997 -2.3383
C -2.9846 -0.4538 -1.5168
C 2.2631 -2.0012 -1.0767
H -4.2958 -0.6440 -3.2899
H 3.4485 -3.1327 -2.5459
H -3.6400 -0.7450 -0.6919
H 2.4610 -2.4634 -0.1101
H -2.5757 -1.9145 1.1324
F 1.0006 -1.8663 3.3718
C 1.3143 -0.6490 3.8821
F 1.3490 -0.7603 5.2402
F 2.5739 -0.3859 3.4658
C 0.3455 0.3563 3.2704
O 0.4808 0.2206 1.8911
C -1.0399 0.0534 3.9146
F -1.0526 0.3333 5.2523
F -2.0091 0.7877 3.3154
F -1.4121 -1.2480 3.7554
C 0.8066 1.7576 3.7064
F 0.8450 1.9663 5.0491
F 2.0341 2.0485 3.2063
F -0.0409 2.6624 3.1528
```


Which formula does entry 1 have? C14H14AuI2O4PrSTe


What is the formula in the second record? C14H14BF4N7O4S5Y